DFT (ωB97M-V/def2-TZVPD) results for a cluster of 5 separate species, C2H13NO4 in total in a non-equilibrium geometry.

Last column: Löwdin charge in e.
Atoms and positions in Å:
C: 0.50669 1.14396 1.42216  -0.0326
C: 1.64607 0.65256 0.57771  -0.0207
N: 2.40973 -0.47265 1.16146  0.0354
H: 0.06361 2.02204 0.88494  0.1159
H: -0.25376 0.33333 1.58454  0.1327
H: 2.18219 1.49062 0.10251  0.1465
H: 2.11216 -1.44789 1.38189  0.1178
H: 2.67351 -0.16243 2.09945  0.1009
H: -2.64169 -1.70736 -2.05031  -0.0294
H: -3.86995 0.45419 -0.69014  0.0014
O: -2.00615 -1.14204 -1.59432  -0.3295
H: 0.96891 -1.47313 -0.29210  -0.0292
H: -0.37435 -1.79608 -0.59805  -0.0106
O: 0.38577 -2.22838 -0.17895  -0.0622
H: 0.93972 0.85677 -1.06644  -0.0403
H: -0.50412 0.39892 -1.67693  0.0293
O: 0.36067 0.81350 -1.84481  0.0078
H: -2.47832 0.08117 -0.99622  -0.0647
H: 0.90664 1.25684 2.45564  0.1239
O: -3.02733 0.92606 -0.68205  -0.1923

Properties
ΔE to the lowest compared entry with this formula, charge and spin: 7.532 eV
E_HOMO: -8.18 eV
net charge: 0
gap between HOMO and LUMO: 3.299 eV
electronic energy: -11957.93473 eV


DFT (ωB97M-V/def2-TZVPD) results for a structure of composition C27H20BrCsI3N4OS3 in a non-equilibrium geometry.

Last column: Löwdin charge in e.
Atoms and positions in Å:
Cs: -0.40711 0.02237 1.07711  0.9730
I: -0.57980 -5.38798 6.58077  0.7553
C: -1.01654 -3.69013 5.38194  -0.7262
C: -0.14823 -2.61472 5.38438  -0.2410
C: -0.45386 -1.55109 4.57202  -0.5907
I: 0.80986 0.15056 4.50209  0.8386
C: -1.58649 -1.46718 3.72608  -0.5528
O: -1.77124 -0.47365 2.96039  -0.5770
C: -2.46544 -2.59299 3.81180  -0.1750
C: -3.69095 -2.60725 2.93156  -0.1706
N: -3.38399 -2.47620 1.51259  -0.0521
C: -2.38212 -3.43248 1.06890  -0.1806
C: -1.91150 -3.12684 -0.32200  -0.3070
C: -2.81039 -2.77984 -1.32642  -0.0171
C: -2.32065 -2.51881 -2.59425  -0.0928
C: -0.95360 -2.59410 -2.80838  -0.1075
C: -0.14098 -2.95187 -1.74500  -0.1884
N: -0.60156 -3.21465 -0.53182  0.0976
C: -2.16678 -3.67319 4.61138  -0.1360
H: 0.74719 -2.61816 5.98717  0.0809
H: -4.34381 -1.76690 3.19205  0.1254
H: -4.24413 -3.54037 3.08294  0.1145
H: -2.99507 -1.54030 1.39729  0.0720
H: -2.84135 -4.42976 1.09291  0.1315
H: -1.48798 -3.46291 1.71629  0.1185
H: -3.86431 -2.71921 -1.09940  0.1117
H: -2.98961 -2.25668 -3.40104  0.1001
H: -0.52520 -2.35823 -3.76919  0.1023
H: 0.93248 -3.03646 -1.86638  0.1058
H: -2.84940 -4.51471 4.62448  0.0965
Br: 4.95531 -0.44258 4.44445  0.6901
C: 5.71628 -0.33357 2.71226  -0.7317
C: 6.92809 0.32590 2.56467  -0.1396
C: 7.51458 0.42334 1.31675  -0.0889
C: 6.88057 -0.11742 0.21094  -0.0868
C: 5.67476 -0.77858 0.35765  -0.1508
C: 5.09021 -0.90542 1.61013  -0.7123
I: 3.30217 -2.02183 1.80380  0.8879
H: 7.40370 0.75059 3.43521  0.0957
H: 8.46702 0.91969 1.21117  0.1024
H: 7.32621 -0.03344 -0.76946  0.1045
H: 5.18109 -1.20506 -0.50181  0.0951
S: -4.06286 3.19550 -4.24585  0.5480
C: -2.63587 2.61184 -3.66694  -1.1207
S: -2.38397 0.97005 -3.10020  0.9273
C: -0.70201 1.44939 -2.58587  -1.1705
N: -0.46440 2.67955 -2.86784  -0.0174
N: -1.49187 3.31207 -3.48406  -0.1738
C: -1.27102 4.65147 -3.83992  -0.2184
C: -0.51220 5.43830 -2.97771  -0.0143
C: -0.26484 6.75979 -3.29340  -0.0931
C: -0.76151 7.30281 -4.46742  -0.1080
C: -1.49359 6.50813 -5.33350  -0.0906
C: -1.74650 5.18220 -5.03386  -0.0576
S: 0.35549 0.38724 -1.87720  0.3435
H: -0.12789 4.99678 -2.07035  0.1087
H: 0.30912 7.37410 -2.61550  0.0970
H: -0.56942 8.33855 -4.71223  0.0937
H: -1.86887 6.92274 -6.25740  0.0983
H: -2.30518 4.56165 -5.71676  0.0736

Properties
E_HOMO: -4.61 eV
net charge: -1
gap between HOMO and LUMO: 6.487 eV
electronic energy: -163732.09628 eV


DFT (ωB97M-V/def2-TZVPD) results for a cluster of 11 separate species, C48H75N11 in total in a non-equilibrium geometry.

Last column: Löwdin charge in e.
Atoms and positions in Å:
N: 4.57687 5.34888 -3.78811  0.0038
C: 4.12368 4.26964 -3.10323  -0.1936
C: 3.25361 4.71112 -2.16323  -0.1220
C: 3.15967 6.10107 -2.29854  -0.1289
C: 3.91921 6.41917 -3.36012  -0.2086
H: 5.04855 5.28638 -4.67901  0.1402
H: 4.38870 3.26418 -3.39514  0.0876
H: 2.67822 4.02600 -1.55830  0.0844
H: 2.48711 6.81120 -1.84053  0.0800
H: 3.81881 7.33417 -3.92501  0.1067
N: -1.83431 -2.16948 0.79709  0.0534
C: -2.76929 -1.30312 0.23273  -0.1664
C: -4.02607 -1.70948 0.51264  -0.1557
C: -3.88962 -2.85747 1.29888  -0.1426
C: -2.56275 -3.18313 1.41927  -0.1332
H: -0.83338 -2.10120 0.68058  0.0792
H: -2.27439 -0.47713 -0.25636  0.0987
H: -4.92339 -1.18299 0.22277  0.0864
H: -4.73960 -3.43701 1.62760  0.0862
H: -2.09143 -4.02802 1.89930  0.1057
N: 1.44587 4.28782 6.11779  -0.0108
C: 0.88983 3.23077 6.84061  -0.1458
C: 0.80203 2.10211 6.01747  -0.1070
C: 1.43901 2.49663 4.79472  -0.1306
C: 1.73063 3.86064 4.80528  -0.1183
H: 1.46911 5.24604 6.43617  0.1287
H: 0.44387 3.44255 7.80117  0.0928
H: 0.30555 1.17290 6.25511  0.0838
H: 1.59362 2.08456 3.80847  0.0779
H: 2.17743 4.48782 4.04804  0.0963
N: -2.45449 -0.79402 -5.27178  -0.0209
C: -2.23849 -1.99436 -4.65055  -0.1613
C: -0.84254 -2.09721 -4.48499  -0.1374
C: -0.31661 -0.83917 -4.64064  -0.1414
C: -1.33389 -0.05368 -5.26463  -0.1847
H: -3.40263 -0.44784 -5.30782  0.1009
H: -3.09382 -2.60650 -4.40542  0.0782
H: -0.20060 -2.84229 -4.03872  0.0635
H: 0.71092 -0.56217 -4.45664  0.0648
H: -1.23881 0.98166 -5.55692  0.0863
N: -1.58488 -1.35882 7.88832  0.0177
C: -2.16751 -1.54898 6.64782  -0.1455
C: -1.42316 -2.44915 5.85649  -0.0838
C: -0.48030 -2.99820 6.79512  -0.1172
C: -0.68206 -2.36639 7.98263  -0.1945
H: -1.95719 -0.78728 8.63319  0.1443
H: -3.03637 -0.94930 6.42007  0.0986
H: -1.57598 -2.72930 4.82472  0.0762
H: 0.32211 -3.70862 6.66159  0.0906
H: -0.17513 -2.52269 8.92337  0.1024
N: -2.76411 0.92859 2.37244  0.0290
C: -3.06177 2.15668 1.81799  -0.1223
C: -2.48113 3.03846 2.65809  -0.1365
C: -2.00939 2.38698 3.80275  -0.1324
C: -2.19777 1.07089 3.61983  -0.1352
H: -3.03061 0.03691 1.98003  0.0923
H: -3.62443 2.27351 0.90357  0.0932
H: -2.39649 4.11381 2.60468  0.0876
H: -1.40891 2.72532 4.63422  0.0773
H: -1.82056 0.25729 4.22163  0.0908
N: 6.89228 0.54524 2.26539  -0.0393
C: 6.45865 -0.26793 1.30825  -0.1743
C: 5.08168 -0.41348 1.50742  -0.1042
C: 4.73963 0.44891 2.58847  -0.0927
C: 5.93184 1.03476 3.03764  -0.1497
H: 7.89100 0.69518 2.25206  0.1476
H: 7.18909 -0.77114 0.69209  0.0994
H: 4.32928 -1.13389 1.22227  0.0613
H: 3.70237 0.45987 2.88907  0.0686
H: 6.19036 1.64643 3.88936  0.1011
N: -3.78367 -6.15441 -0.65723  0.0087
C: -3.65646 -7.50273 -0.25266  -0.1265
C: -2.28518 -7.78686 -0.31117  -0.1459
C: -1.56731 -6.65962 -0.74472  -0.1043
C: -2.54937 -5.68668 -0.99621  -0.1554
H: -4.72382 -5.84453 -0.85772  0.1314
H: -4.51921 -8.09346 0.01773  0.0905
H: -1.99610 -8.73309 0.12183  0.0803
H: -0.49780 -6.56669 -0.86268  0.0830
H: -2.40180 -4.68513 -1.37240  0.0987
N: 2.87390 -5.40541 -6.20089  -0.0158
C: 1.84606 -4.72078 -5.60101  -0.1436
C: 1.27641 -5.59988 -4.65800  -0.1337
C: 2.03080 -6.78786 -4.57203  -0.0999
C: 3.09540 -6.58191 -5.49938  -0.1513
H: 3.51304 -5.08889 -6.91602  0.1352
H: 1.62161 -3.75657 -6.03266  0.0961
H: 0.45499 -5.29739 -4.02539  0.0750
H: 1.83619 -7.60710 -3.89574  0.0825
H: 3.80827 -7.29562 -5.88517  0.0866
C: -2.40033 2.90140 -1.74053  -0.0956
C: -3.19897 4.24186 -1.91660  -0.2184
N: -2.35917 5.25444 -2.63188  -0.1822
C: -1.23338 5.68923 -1.77409  -0.2715
C: -0.45905 6.93018 -2.23369  -0.1079
C: -1.84115 4.82728 -3.95643  -0.2724
C: -2.91941 4.49312 -4.97332  -0.1266
H: -1.47479 3.05632 -1.18603  0.0551
H: -2.18185 2.34797 -2.65381  0.0562
H: -3.11859 2.27303 -1.21389  0.0368
H: -4.13735 4.10078 -2.45291  0.0912
H: -3.45127 4.67630 -0.94928  0.0975
H: -0.52809 4.87382 -1.61359  0.0970
H: -1.63184 5.95735 -0.79560  0.1047
H: 0.24032 6.49247 -2.94600  0.0511
H: 0.14223 7.35651 -1.43070  0.0584
H: -1.02724 7.76905 -2.63563  0.0737
H: -1.34899 5.73350 -4.30947  0.0923
H: -1.04613 4.08288 -3.91255  0.1034
H: -3.93611 4.86349 -4.84195  0.0661
H: -2.58228 4.84489 -5.94836  0.0608
H: -3.11062 3.42004 -4.97832  0.0451
C: 0.56427 0.83976 -0.28530  -0.0536
C: 1.44152 -0.46048 -0.35913  -0.2221
N: 1.06182 -1.49664 0.60181  -0.2205
C: 1.47096 -2.79518 0.19000  -0.2722
C: 0.90476 -3.23507 -1.15766  -0.0831
C: 1.38016 -1.18544 2.00969  -0.2064
C: 0.56206 -1.98528 3.07326  -0.0682
H: -0.44118 0.63649 -0.65387  0.0466
H: 1.17335 1.58627 -0.79505  0.0606
H: 0.39026 1.22040 0.72115  0.0540
H: 1.26420 -0.83600 -1.36692  0.0815
H: 2.51205 -0.26949 -0.43392  0.1013
H: 2.55691 -2.88081 0.15162  0.1124
H: 1.10350 -3.52241 0.91403  0.1041
H: 1.29198 -4.19512 -1.49895  0.0694
H: -0.17813 -3.34932 -1.10875  0.0591
H: 1.13337 -2.56785 -1.98872  0.0498
H: 1.22027 -0.12691 2.21475  0.0964
H: 2.45479 -1.35155 2.08497  0.0816
H: 1.00883 -1.86873 4.06064  0.0721
H: 0.53712 -3.04265 2.80972  0.0598
H: -0.43135 -1.53780 3.04167  0.0446

Properties
E_HOMO (alpha / beta): 0.88 / -5.58 eV
net charge: -1
spin multiplicity: 2
gap between HOMO and LUMO (alpha / beta): 1.302 / 7.686 eV
electronic energy: -67376.27169 eV


DFT (ωB97M-V/def2-TZVPD) results for the molecule C5H5N in a non-equilibrium geometry.

Last column: Löwdin charge in e.
Atoms and positions in Å:
C: 1.13735 -1.48325 -0.02383  0.0183
C: 1.50882 -0.65497 0.89189  -0.0420
C: 0.75163 0.03893 -0.18622  -0.1814
C: -1.76484 0.26224 0.72334  0.0077
C: -1.68582 1.18485 -0.43579  -0.1644
N: -0.71776 0.14461 -0.04907  -0.1134
H: 0.92747 -2.57867 -0.29487  0.1343
H: 2.23773 -0.63205 1.70330  0.1028
H: 1.17078 0.59154 -0.95498  0.0982
H: -2.33965 1.05902 -1.26528  0.0724
H: -1.22573 2.06775 -0.10846  0.0678

Properties
ΔE to the lowest compared entry with this formula, charge and spin: 6.950 eV
E_HOMO: -8.53 eV
net charge: 0
gap between HOMO and LUMO: 9.629 eV
electronic energy: -6748.95809 eV